# 1
Computed, not measured: a 3-piece molecular cluster, C28H59FN3O8S overall, with wB97M-V/def2-TZVPD.

Atoms and positions in Å:
H1 2.55 -2.99 3.09
H2 -0.17 -1.45 2.56
H3 -3.37 5.13 1.78
H4 -2.13 5.98 2.72
H5 -5.47 -1.36 -2.10
H6 -2.94 6.74 -0.11
H7 -1.87 -1.74 2.23
N1 -1.43 4.84 1.07
C1 -0.97 -1.25 1.85
C2 -0.24 4.08 3.22
C3 0.97 6.12 2.85
S1 -1.82 -6.93 -2.25
O1 -1.32 0.89 0.90
C4 -1.27 -3.69 -2.56
C5 0.44 -3.50 -0.80
C6 5.15 2.52 -1.70
H8 0.92 6.35 1.78
H9 3.43 0.94 -0.65
H10 -5.51 -2.87 0.21
C7 -1.63 -2.61 -0.32
H11 -7.91 -2.36 0.24
H12 1.84 -4.76 4.32
C8 3.98 -0.98 -0.89
H13 3.25 -6.33 1.40
F1 -1.13 0.77 3.04
H14 -0.23 3.17 1.29
H15 0.35 -6.69 -3.22
O2 1.02 4.71 3.06
H16 3.41 -1.28 -0.01
H17 1.14 -5.46 1.92
C9 -0.56 -1.81 0.48
H18 4.71 0.75 -2.78
H19 0.14 6.58 3.38
H20 1.71 1.10 -1.77
N2 4.30 0.43 -0.72
C10 3.19 3.65 -0.93
H21 4.11 -5.12 2.35
H22 -0.13 8.79 -0.08
H23 -4.64 -0.28 -1.02
C11 -2.54 -1.55 -0.97
C12 -2.43 5.68 1.71
C13 -4.90 -1.33 -1.17
H24 1.24 -3.95 -1.36
H25 0.64 0.47 -3.01
H26 -2.19 -3.27 0.34
H27 -2.03 -1.17 -1.86
H28 3.40 -4.72 0.72
O3 2.10 -5.46 3.71
C14 0.44 -2.97 0.62
C15 -1.17 0.23 1.83
H29 2.79 2.87 -0.27
H30 0.82 -3.33 3.11
H31 3.11 -2.50 -2.10
H32 3.83 4.32 -0.35
H33 -7.67 -0.84 -0.61
C16 3.29 -5.27 1.65
H34 3.67 -1.15 -3.06
C17 1.99 -4.94 2.38
H35 -1.47 8.16 -1.05
H36 5.49 2.85 -0.72
H37 -0.88 4.65 3.90
H38 -0.03 3.13 3.72
C18 1.74 -3.44 2.51
H39 -3.51 7.48 1.38
C19 -0.48 -4.74 -3.32
H40 2.37 0.65 -3.37
O4 1.65 -2.75 1.26
H41 6.13 0.62 -1.72
C20 -0.94 3.74 1.90
O5 -3.76 -2.18 -1.31
H42 -1.26 -2.78 -3.16
O6 3.88 3.09 -2.03
C21 3.18 -1.40 -2.12
H43 -2.32 -3.95 -2.45
O7 -1.55 7.84 1.01
H44 -1.42 -7.76 -1.26
H45 -0.16 -3.72 1.15
C22 -0.82 7.96 -0.20
H46 -1.78 3.07 2.11
H47 -0.63 5.41 0.81
C23 -5.81 -1.85 -0.03
H48 -7.37 -2.40 -1.42
C24 -0.24 -6.05 -2.56
H49 0.33 -5.95 -1.64
H50 5.86 2.89 -2.44
H51 4.92 -1.56 -0.87
C25 -2.67 6.96 0.92
N3 -0.72 -3.32 -1.25
H52 -1.07 -5.00 -4.20
H53 2.35 4.22 -1.32
C26 1.65 0.39 -2.59
H54 -5.72 -1.17 0.82
C27 -7.27 -1.85 -0.48
C28 5.11 1.01 -1.79
H55 1.90 6.54 3.23
O8 1.83 -0.94 -2.13
H56 0.46 -4.37 -3.72
H57 -2.71 -0.78 -0.22
H58 -0.23 7.05 -0.40
H59 -0.24 -0.94 -0.09

Output
Charge = +1
HOMO = -10.1847 eV
HOMO-LUMO gap = 6.621 eV
Largest force on an atom = 4.08 eV/Å

---

# 2
Computed, not measured: one molecule with the formula C5H10O, with wB97M-V/def2-TZVPD.

Atoms and positions in Å:
H1 0.90 -0.89 1.86
H2 0.31 1.77 0.57
H3 -0.22 -2.09 0.20
H4 -0.76 -0.82 -1.84
H5 1.90 1.07 0.89
C1 0.88 0.34 -0.91
H6 -2.01 0.70 -1.29
O1 -1.31 0.96 -0.72
C2 0.17 -0.25 1.36
H7 0.92 1.13 -1.67
C3 -0.50 -0.25 -0.92
C4 0.90 0.85 0.53
H8 -1.70 -1.21 0.61
H9 -0.48 0.18 2.11
H10 1.65 -0.41 -1.12
C5 -0.64 -1.08 0.34

Output
SMILES = OC1CCCC1
HOMO = -10.2413 eV
HOMO-LUMO gap = 11.188 eV
Largest force on an atom = 1.69 eV/Å

---

# 3
Computed, not measured: a 8-piece molecular cluster, C22H56Br4O18S6 overall, with wB97M-V/def2-TZVPD.

Atoms and positions in Å:
H1 3.19 0.61 -3.75
C1 -2.88 6.21 -3.53
C2 4.24 -1.09 -0.72
C3 4.25 -6.46 1.52
C4 -5.00 -4.73 -1.48
H2 1.07 5.67 -3.31
H3 -5.37 -5.51 -0.83
H4 -2.44 0.26 3.50
H5 2.84 3.52 1.84
C5 1.50 5.78 -2.29
C6 -1.33 -1.87 -1.45
H6 -5.09 2.54 -1.50
O1 2.72 0.65 -1.74
H7 3.48 -1.89 -0.77
H8 -0.29 -1.45 0.34
O2 0.89 -3.25 0.70
H9 1.73 -1.66 2.14
H10 -4.66 -3.89 -0.89
H11 -3.01 4.06 -1.37
O3 -4.07 -6.49 -3.29
H12 -1.71 4.86 4.68
H13 -2.23 -1.55 -2.05
O4 -2.97 4.44 -5.51
H14 -0.33 -6.29 2.00
H15 1.58 3.13 2.93
H16 -5.76 -4.50 -2.22
O5 2.10 -5.29 1.27
H17 -1.79 3.80 6.06
H18 -2.06 2.75 -2.11
H19 -1.26 -2.93 -1.25
O6 -1.08 2.26 2.18
C7 3.62 2.64 -3.02
Br1 -2.74 -1.15 0.85
C8 -1.04 -0.97 -0.29
C9 1.44 -1.17 4.28
S1 0.44 4.73 -1.21
C10 2.26 -1.79 3.12
H20 -1.33 -4.91 1.23
H21 -2.22 6.80 -4.14
O7 2.24 -0.06 0.49
H22 -1.77 -3.63 -4.27
H23 3.19 -5.95 -0.34
H24 2.64 2.98 -2.82
C11 -0.81 -5.50 -3.67
H25 -3.91 6.56 -3.50
O8 -1.20 4.34 -3.84
H26 1.42 6.83 -1.96
H27 2.38 -7.15 0.64
C12 -1.98 -4.67 -4.02
S2 -3.66 -5.64 -2.22
C13 -3.05 3.21 -1.99
Br2 4.03 -1.14 3.00
O9 -2.85 -6.16 -1.14
H28 2.28 -2.81 3.31
C14 1.78 3.24 1.83
O10 -3.01 3.21 3.54
H29 0.77 4.01 6.03
H30 4.84 -7.34 1.18
H31 -0.42 -4.70 2.73
C15 -4.04 2.17 -1.43
S3 -1.76 2.48 3.44
H32 1.60 2.38 1.20
H33 4.03 2.90 -4.01
H34 4.27 3.09 -2.25
S4 0.82 -4.70 0.62
C16 3.57 1.08 -2.85
H35 3.96 -6.65 2.58
H36 -3.82 2.00 -0.40
O11 -3.47 3.63 -3.36
O12 0.57 -5.38 -0.63
O13 4.22 1.39 0.09
H37 -2.47 -5.00 -4.89
O14 0.50 3.36 -1.78
C17 0.12 4.87 5.84
H38 -0.11 4.10 1.22
H39 0.02 5.41 6.78
H40 -0.87 0.64 4.42
H41 1.81 -1.30 5.24
O15 1.35 4.98 0.12
O16 -0.89 5.32 -0.96
H42 4.94 -5.66 1.55
S5 -2.57 4.59 -4.17
H43 -4.03 1.16 -1.90
H44 -0.40 -5.96 -4.58
H45 4.90 -1.03 -1.55
C18 -1.15 4.23 5.31
H46 4.88 -1.25 0.12
H47 2.48 5.34 -2.22
H48 4.59 0.77 -2.71
Br3 -0.18 -2.30 4.42
Br4 0.26 -1.65 -2.69
H49 -2.52 1.12 5.14
C19 0.92 4.33 1.40
C20 -0.40 -5.21 1.78
C21 -1.94 0.93 4.24
O17 -0.59 3.25 4.30
H50 -0.09 -4.94 -3.07
H51 0.58 5.47 5.09
S6 3.36 0.35 -0.33
O18 -2.84 -4.42 -2.92
H52 -0.90 0.09 -0.43
H53 -2.31 6.19 -2.58
H54 -1.05 -6.40 -3.12
C22 2.98 -6.28 0.69
H55 1.10 -0.16 4.15
H56 0.97 5.15 2.19

Output
SMILES = CCOS(C)(=O)=O.CCOS(C)(=O)=O.CCOS(C)(=O)=O.CCOS(C)(=O)=O.CCOS(C)(=O)=O.CCOS(C)(=O)=O.BrCCBr.BrCCBr
HOMO = -9.8789 eV
HOMO-LUMO gap = 10.138 eV
Largest force on an atom = 3.31 eV/Å

---

# 4
Computed, not measured: a 2-piece molecular cluster, C14H19N3O6 overall, with wB97M-V/def2-TZVPD.

Atoms and positions in Å:
H1 -2.05 1.33 -5.82
H2 -2.53 2.86 -5.05
H3 2.76 -2.31 1.31
N1 -1.34 -0.02 -1.39
H4 1.92 -0.37 -1.01
H5 -2.48 -2.43 -2.21
H6 -1.50 1.92 -0.61
O1 -3.55 0.36 -1.58
C1 1.56 -2.34 4.47
H7 -2.54 -2.31 -0.43
H8 1.20 0.10 -2.59
C2 -1.76 2.09 -5.09
H9 1.32 -3.02 5.28
C3 2.22 -0.57 2.44
N2 1.42 1.35 3.78
C4 1.03 0.00 -1.51
O2 -0.79 3.33 -2.76
H10 -4.01 -2.05 -1.39
C5 -0.18 -0.89 -1.27
H11 -0.14 -1.30 -0.26
C6 -1.11 2.15 -2.70
O3 0.99 -0.59 5.92
C7 -2.63 -0.43 -1.45
H12 2.12 -3.91 3.11
C8 0.55 1.34 -0.95
C9 -2.93 -1.91 -1.36
N3 -1.58 1.49 -3.77
H13 0.99 0.38 5.97
C10 1.41 -0.97 4.68
C11 2.01 -2.84 3.26
O4 2.67 0.22 1.42
O5 1.36 1.84 4.91
C12 1.69 -0.04 3.64
H14 -0.20 -1.70 -2.00
H15 -1.90 0.55 -3.63
C13 -0.93 1.39 -1.37
C14 2.36 -1.94 2.25
H16 2.48 1.15 1.63
H17 -0.83 2.56 -5.41
O6 1.22 2.02 2.76
H18 1.13 2.18 -1.35
H19 0.60 1.32 0.14

Output
SMILES = CNC(=O)[C@@H]1CCCN1C(C)=O.O=[N+]([O-])c1c(O)cccc1O
HOMO = -9.0684 eV
HOMO-LUMO gap = 7.762 eV
Largest force on an atom = 1.45 eV/Å